[1]
The following is a quantum chemistry calculation of the molecule C19H24FNO2, from the Open Molecules 2025 dataset.

As for the charge: 0. Its relative energy (zero: lowest compared OMol25 entry of this formula, charge and spin) is 0.0 kcal/mol. Its spin multiplicity is 1. As for the orbital gap: 9.9 eV. The SMILES is C[C@H](NC(=O)CCC(=O)c1ccc(F)cc1)[C@@H]1C[C@@H]2CC[C@H]1C2. The energy comes out at -28396.331 eV.

Each line ends with the natural charge from an NBO analysis.
Element x y z (Å)
H  2.718336  -1.923755  4.554805  0.211
C  0.635159  0.674771  0.060871  0.688
H  3.883712  0.256541  2.994422  0.215
F  -3.736171  2.431832  -7.500651  -0.319
C  1.611514  -3.387767  3.383731  -0.219
C  0.506115  -2.666858  1.371358  -0.431
C  3.079663  0.842145  2.559042  -0.607
C  -1.965819  2.414799  -2.196231  0.583
C  0.195174  -2.911237  3.703603  -0.407
O  1.192887  -0.052190  -0.736595  -0.645
O  -2.500486  3.155184  -1.399541  -0.552
H  3.494786  1.480648  1.782966  0.217
C  2.417309  -2.090803  3.520181  -0.411
H  -1.122621  0.458794  -2.019388  0.239
H  2.444340  -0.660785  1.153771  0.232
H  -0.996876  0.893008  -4.318665  0.223
H  -0.411447  -3.136822  1.014369  0.207
C  1.427836  -1.003292  3.042781  -0.210
C  2.010081  -0.076360  1.969216  -0.060
C  -2.395450  2.377833  -3.620574  -0.190
H  0.094514  -2.511550  4.711571  0.204
H  -1.379176  1.380007  0.286524  0.230
H  0.045085  1.718719  -2.393950  0.240
C  1.498472  -3.725107  1.892872  -0.407
C  -1.807901  1.553281  -4.580051  -0.147
C  0.199744  -1.832212  2.619331  -0.205
C  -3.299450  2.417149  -6.227633  0.419
H  1.995897  -4.205938  3.991352  0.214
H  3.317119  -2.118839  2.906613  0.203
H  -4.712081  3.893738  -5.600260  0.233
C  -0.840747  1.490324  -1.797359  -0.497
C  -0.499520  1.614625  -0.316918  -0.487
H  1.132008  -0.374522  3.890900  0.197
C  -2.258064  1.570759  -5.886271  -0.292
N  0.960925  0.724648  1.368074  -0.616
H  -3.887287  3.851975  -3.243974  0.240
H  0.458456  1.349341  1.978946  0.392
H  -0.209245  2.642695  -0.088949  0.232
H  2.652136  1.472476  3.337089  0.197
H  1.108995  -4.734174  1.754537  0.207
H  0.909183  -2.076190  0.553316  0.233
H  -0.709658  -1.238319  2.530095  0.213
C  -3.443459  3.219857  -3.998396  -0.126
H  2.464610  -3.668627  1.392994  0.204
H  -1.814716  0.939892  -6.640509  0.233
C  -3.903261  3.247242  -5.298839  -0.289
H  -0.560624  -3.676937  3.539425  0.208

Cartesian forces (eV/Å) of the 6 atoms listed first:
H 0.1 0.0 0.0
C -0.4 0.4 0.2
H 0.1 0.0 0.1
F 0.0 0.0 0.1
C 0.2 -0.2 0.1
C -0.1 0.1 -0.2

[2]
The following is a quantum chemistry calculation of C19H24HgNOSTe as an isolated structure, from the Open Molecules 2025 dataset.

As for the charge: 0. The expectation value of S² is 0.769. Its relative energy (zero: lowest compared OMol25 entry of this formula, charge and spin) is 3.6 kcal/mol. Its spin multiplicity is 2. As for the orbital gap (alpha / beta): 6.8 / 6.8 eV. The energy comes out at -45931.172 eV.

Each line ends with the Löwdin spin population.
Element x y z (Å)
C  -2.159043  2.151834  0.958844  0.000
H  3.201338  -2.226412  -1.151673  0.004
H  -2.482956  -3.216950  -0.534312  0.017
H  -3.250756  -1.670193  -0.145975  0.007
C  -0.601267  -3.230917  4.329165  0.004
Hg  0.152581  -1.481592  0.269748  0.395
C  -0.120708  0.121085  -3.309067  -0.001
H  -0.575720  5.713417  1.139933  0.000
H  -4.214446  -2.989813  -0.843046  0.001
C  1.248654  1.808770  0.023200  0.005
H  -3.961449  3.113002  1.572995  0.000
H  0.145599  0.568056  -4.267953  0.000
C  -3.239804  -2.500146  -0.853845  0.026
H  0.123020  -3.763256  4.941590  0.000
C  2.387572  0.993028  -0.438067  0.035
C  2.095769  -2.108594  3.426530  0.006
H  3.728908  2.663809  -0.640551  0.003
C  -2.914079  3.244583  1.334364  0.000
C  -1.014941  4.725165  1.099508  0.000
C  -2.347402  4.522075  1.405093  -0.001
H  -0.298896  0.913497  -2.580836  0.000
O  -1.700905  -1.292205  -2.215615  0.031
H  5.351113  -1.152276  -1.703306  0.003
C  2.256987  -0.381617  -0.584819  0.336
H  2.512112  -2.584199  4.311153  0.000
Te  0.181438  -1.289272  3.897533  0.076
C  3.308624  -1.154687  -1.034075  0.029
H  -2.876974  -2.816514  -2.958822  0.000
S  1.420193  3.544886  0.290379  0.000
H  -1.533491  -3.130848  4.880733  0.000
H  2.748042  -1.300368  3.101170  0.000
C  4.524693  -0.550448  -1.343964  0.014
C  -2.930466  -1.986219  -2.242191  0.002
C  -1.359526  -0.730359  -3.468076  0.001
H  -1.185719  -1.531686  -4.198504  0.000
C  -0.811054  2.337616  0.653925  0.000
C  -0.253236  3.621346  0.728250  -0.001
C  3.614634  1.590269  -0.745687  0.016
H  -2.583107  1.157755  0.891620  0.001
H  0.715348  -0.481869  -2.954181  -0.001
H  -2.961834  5.362335  1.700982  0.000
H  -3.726701  -1.308225  -2.578535  0.000
C  4.676606  0.821687  -1.191773  -0.011
H  -0.778561  -3.782213  3.408548  0.002
H  -2.195927  -0.120614  -3.835377  0.000
H  1.994234  -2.834715  2.622620  0.004
H  5.624029  1.291579  -1.421839  -0.001
N  0.067474  1.350413  0.254205  -0.002

Cartesian forces (eV/Å) of the 6 atoms listed first:
C 0.0 -0.1 0.0
H 0.0 0.0 0.0
H 0.0 0.0 0.0
H 0.0 0.0 0.0
C 0.0 0.0 0.0
Hg 0.9 0.4 -0.4

[3]
The following is a quantum chemistry calculation of a 2-piece molecular cluster, C19H24N overall, from the Open Molecules 2025 dataset.

As for the charge: +1. Its relative energy (zero: lowest compared OMol25 entry of this formula, charge and spin) is 40.5 kcal/mol. Its spin multiplicity is 1. As for the orbital gap: 4.9 eV. The energy comes out at -21575.071 eV.

Each line ends with the natural charge from an NBO analysis.
Element x y z (Å)
C  3.047540  -0.609979  -0.813332  -0.073
C  3.667698  -1.879143  -1.444501  -0.405
H  -3.918649  -0.240852  -1.351054  0.228
H  1.592779  0.670405  -1.582459  0.363
C  -4.042675  3.526003  -0.559810  -0.230
H  0.921718  -1.665760  0.541997  0.206
H  -4.094040  4.583350  -0.359930  0.246
H  3.730238  0.235144  -0.996313  0.178
C  -2.854025  -1.043165  0.936403  -0.710
H  2.367693  -0.077841  -3.605349  0.174
C  -4.681505  3.011881  -1.677745  -0.051
N  1.801659  -0.333635  -1.582328  -0.643
C  -3.303925  1.289102  0.068020  -0.143
H  -3.206232  -1.405178  -0.027315  0.243
C  -1.766550  0.998206  2.025589  -0.726
H  3.458730  -2.745907  -0.810817  0.214
C  3.016257  -2.018882  -2.837394  -0.419
H  3.760154  -1.979609  -3.641039  0.220
C  -3.969746  0.802241  -1.098025  -0.084
H  -1.261178  1.902812  1.686073  0.254
H  -1.941829  -1.595269  1.165972  0.266
C  -3.359538  2.699248  0.292642  -0.086
H  0.632289  -1.844701  2.987697  0.199
C  1.995579  -0.871988  -2.944353  -0.220
H  -3.607262  -1.329733  1.672795  0.290
C  2.502784  -0.921171  3.425629  -0.222
H  -2.885544  3.119807  1.162328  0.232
H  -5.221521  3.668666  -2.339310  0.242
H  2.379302  -0.995055  4.494198  0.217
C  3.809222  -0.260647  1.538798  -0.199
C  1.523802  -1.398342  2.576076  -0.231
H  4.415559  0.022293  3.561034  0.220
H  -5.103083  1.266706  -2.831458  0.244
C  1.686440  -1.300896  1.207203  -0.183
H  1.038130  -1.217841  -3.351371  0.191
H  4.759644  -1.813242  -1.498339  0.224
H  -2.345164  1.254877  2.914030  0.285
C  2.827502  -0.720973  0.674705  -0.033
C  3.647621  -0.353280  2.903851  -0.199
H  4.700841  0.177258  1.122636  0.214
C  -4.631257  1.652802  -1.942862  -0.222
H  2.526360  -2.992864  -2.938014  0.213
C  -2.632105  0.435411  0.949622  0.443
H  -0.983710  0.299742  2.325816  0.273

Cartesian forces (eV/Å) of the 6 atoms listed first:
C 0.0 0.6 -0.6
C -0.2 -0.1 0.1
H 0.0 -0.2 0.0
H 0.2 -0.6 -0.1
C 0.0 0.3 0.2
H -0.1 -0.1 -0.2

> relative energy (zero: lowest compared OMol25 entry of this formula, charge and spin) of number 3 (C19H24N)?

40.5 kcal/mol